(1)
Molecular formula: C5H13N
Method: DFT, wB97M-V/def2-TZVPD

Properties
E_HOMO = -7.86 eV
ΔE to the lowest compared entry with this formula, charge and spin = 4.359 eV
SMILES string = C/C=C\C.CN
2S+1 = 1
LUMO energy = 0.4 eV

Structure (XYZ):
```
19
Properties=species:S:1:pos:R:3:forces:R:3
C -1.109070 1.076345 0.981617 3.4746 1.1535 -0.3350
C -0.754089 -0.488727 0.803403 -4.1188 2.8571 0.2485
C -1.681143 -0.677656 -0.196960 0.7793 -2.7326 0.1686
C -1.488725 -0.088252 -1.553785 -0.5642 1.9640 -0.1901
H -2.135136 1.439387 1.011002 -0.1721 -0.7591 0.4766
H -0.652806 1.690667 0.199897 0.1109 -0.1540 -0.1246
H -0.513778 1.364741 1.855125 -0.6288 0.2927 0.2370
H -0.751700 -0.849392 1.828287 -0.5218 -1.2074 -0.3970
H -2.508120 -1.394643 -0.143745 0.4230 -0.4305 -0.0426
H -1.981447 0.892794 -1.657670 -0.3276 -0.1147 0.2117
H -1.931174 -0.647978 -2.374460 0.2067 -0.4798 0.2168
H -0.459755 0.215361 -1.751549 0.1562 -0.5684 0.0774
C 2.776462 -0.185348 0.400294 -0.1883 -0.2880 0.3856
N 1.621540 -0.281506 -0.484439 -1.4865 -0.9000 0.7019
H 2.642587 0.712557 1.005581 0.4193 0.2535 -0.2718
H 3.693984 -0.179251 -0.188748 0.0447 0.4116 0.1052
H 2.909866 -0.980391 1.153288 -0.2245 -0.2113 -0.2512
H 1.622445 -1.161897 -0.999197 0.4718 0.0948 -0.1249
H 0.700063 -0.456805 0.112053 2.1460 0.8188 -1.0919
```
Forces are in eV/Å.

***

(2)
Molecular formula: C24H51NO15P2
Method: DFT, wB97M-V/def2-TZVPD

Properties
E_HOMO = -9.40 eV
ΔE to the lowest compared entry with this formula, charge and spin = 0.571 eV
SMILES string = CCC(=O)OCC[C@@]1(OCCNC[C@H](C)O)OC(=O)O[C@H]1CCC(C)C.COP(=O)(OC)OC.COP(=O)(OC)OC
2S+1 = 1
LUMO energy = 0.4 eV

Structure (XYZ):
```
93
Properties=species:S:1:pos:R:3:forces:R:3
C -3.512622 5.977895 -2.908390 -0.1074 -0.5443 -0.2340
C -2.903685 4.597655 -3.185596 0.1518 0.8074 0.4709
C -1.502992 4.496967 -2.627757 1.0798 1.4310 0.2270
O -0.819470 5.484047 -2.415490 -0.8056 -1.5814 -0.4154
O -0.983885 3.247624 -2.411453 -0.3038 0.2521 0.3108
C -1.805101 2.457498 -1.510207 0.3441 0.1945 -0.6594
C -0.889828 1.476017 -0.815823 0.4448 0.3959 0.2869
C -1.485481 1.045721 0.521854 -1.1204 -0.2964 -0.2111
O -1.487392 2.006855 1.511575 0.0597 -0.1725 -0.0223
C -0.260807 2.684331 1.762800 0.2455 0.3771 0.2452
C 0.154904 2.605254 3.207366 -0.0460 0.1725 0.2507
N -0.786990 3.263002 4.123560 0.3080 0.1991 -0.3748
C -0.214333 4.452174 4.771339 -0.0505 -0.3895 -0.1631
C 0.655885 4.162219 6.012851 -0.7796 -0.3475 0.2313
C 0.624627 2.703574 6.433034 -0.0597 0.4014 -0.0583
O 0.144156 4.935977 7.106637 0.6587 0.2791 -0.1874
O -2.917490 0.822237 0.225198 -0.1512 -0.2485 -0.4245
C -3.001257 -0.416358 -0.318418 -1.9650 -1.0891 -1.2945
O -3.980787 -0.876412 -0.899889 2.6169 1.2877 1.4475
O -1.818071 -1.079903 -0.130327 -0.7453 -0.1647 0.2386
C -1.222447 -0.379022 0.997436 0.1252 0.8341 -0.6685
C 0.188707 -0.772943 1.309274 -0.0521 -1.1615 -0.0743
C 0.374339 -1.571836 2.611473 0.3362 0.6901 0.3336
C -0.573955 -1.199892 3.757545 -0.4842 -0.9319 0.3338
C -1.776156 -2.189814 3.778286 0.4356 0.4456 -0.4323
C 0.129480 -1.172058 5.123681 -0.1836 -0.0853 -0.1016
H -3.161321 6.366142 -1.966528 0.0784 0.2280 0.2539
H -4.586358 5.858485 -2.867414 -0.3315 0.1552 0.0306
H -3.287197 6.674565 -3.700451 0.1952 0.3011 -0.0821
H -3.567646 3.855209 -2.771001 0.0402 -0.5300 -0.0652
H -2.815895 4.468333 -4.257440 -0.0353 -0.4114 -0.2642
H -2.567935 1.963079 -2.093857 -0.3137 -0.1962 -0.0005
H -2.264357 3.123671 -0.791814 -0.2100 0.0940 0.2665
H 0.051151 1.994136 -0.681770 0.2588 -0.0226 0.1043
H -0.683742 0.629753 -1.453305 -0.0156 -0.3334 -0.0917
H 0.563359 2.331745 1.154940 0.0322 -0.2761 -0.1825
H -0.395289 3.735880 1.518360 -0.1446 0.2232 -0.2051
H 0.351482 1.578537 3.498970 -0.1399 -0.3365 0.0818
H 1.119221 3.110159 3.252861 0.2492 0.1247 0.0381
H -1.547891 3.610116 3.554939 -0.2989 -0.2100 0.0917
H -1.056161 5.038454 5.113086 -0.1712 0.2392 0.1526
H 0.321377 5.071247 4.048984 0.2325 0.1444 -0.0743
H 1.681396 4.466835 5.862183 0.2283 0.3301 0.0080
H 1.121992 2.059252 5.721963 0.1525 -0.2562 -0.1071
H 1.084943 2.636856 7.408336 0.2957 -0.1811 0.1874
H -0.409657 2.395571 6.517370 -0.2560 -0.2580 -0.0217
H -0.683158 4.517434 7.340957 -0.3675 -0.0301 0.2414
H -1.955868 -0.518117 1.781266 0.3749 -0.0578 0.6899
H 0.514798 -1.414915 0.496502 0.2067 -0.0141 -0.2878
H 0.863904 0.070670 1.308600 -0.0412 0.4630 0.0230
H 1.387461 -1.380577 2.950047 0.2884 0.0070 -0.0742
H 0.341227 -2.635645 2.424675 -0.1555 -0.3234 -0.1238
H -1.020065 -0.225285 3.607592 0.2112 0.4353 -0.2378
H -2.715158 -1.661526 3.882331 -0.3033 -0.0096 0.2358
H -1.807250 -2.735184 2.842288 -0.2022 -0.1401 -0.2401
H -1.668164 -2.924540 4.562118 -0.0657 -0.1769 0.2771
H -0.119229 -0.268137 5.661094 0.0716 0.3149 0.2113
H 1.204973 -1.255620 5.034120 0.2872 0.1710 -0.0096
H -0.188656 -1.996394 5.749132 -0.0583 -0.2399 0.1381
C 0.175850 0.568775 -6.043780 -0.0006 0.1422 0.0167
O -0.708624 -0.476957 -5.612316 0.1994 -0.0321 -0.0328
P -0.121320 -1.900656 -5.196439 -0.0734 0.0439 0.0293
O 1.243626 -1.849101 -4.664334 0.2126 0.1630 -0.0721
O -0.334548 -2.837599 -6.447938 -0.0941 -0.1645 0.0873
C 0.390799 -2.555529 -7.647033 0.0370 0.0655 -0.1032
O -1.214932 -2.476851 -4.233507 -0.1433 -0.0429 -0.1769
C -1.330798 -1.875447 -2.935818 0.0527 0.0119 0.2162
H -0.226417 0.996598 -6.960069 -0.0640 -0.0397 0.0100
H 0.216934 1.338638 -5.275087 -0.0042 -0.0134 0.0246
H 1.183100 0.199679 -6.227868 0.0019 -0.0517 0.0720
H 1.345743 -2.073025 -7.434127 0.0099 -0.0271 0.0425
H -0.211315 -1.917846 -8.294908 0.0053 0.0194 0.0285
H 0.580819 -3.499468 -8.149521 -0.0388 -0.0393 0.0376
H -2.147578 -1.155664 -2.927566 -0.0338 -0.0441 -0.1169
H -0.397795 -1.384810 -2.654291 0.0292 -0.0403 -0.0012
H -1.541785 -2.663196 -2.220665 -0.0440 -0.0399 -0.0347
C 2.181627 -5.212436 -2.615904 -0.1260 -0.0005 -0.2610
O 3.446166 -5.354793 -1.949329 -0.1660 0.0483 0.1721
P 3.624909 -4.735488 -0.492015 0.1410 0.0063 -0.1636
O 2.387191 -4.670526 0.287439 -0.2424 0.0499 -0.0403
O 4.376430 -3.363777 -0.704302 0.1273 0.0517 0.1558
C 3.691378 -2.316272 -1.400723 -0.0313 0.0599 -0.1022
O 4.800278 -5.581806 0.116435 0.1037 0.0435 -0.0135
C 4.537747 -6.951352 0.446931 0.0046 -0.1595 0.0235
H 2.370312 -4.842932 -3.621705 0.0467 0.0027 0.0098
H 1.689976 -6.182060 -2.671107 0.0419 -0.0196 0.0539
H 1.528705 -4.512515 -2.098850 0.0000 -0.0342 0.0676
H 2.611107 -2.383381 -1.263993 -0.0022 -0.0228 0.0236
H 3.928667 -2.364752 -2.462950 -0.0476 -0.0340 -0.0020
H 4.038566 -1.368798 -0.997351 0.0554 -0.0283 0.0403
H 4.913577 -7.591389 -0.349902 -0.0158 0.0370 -0.0294
H 3.472456 -7.130014 0.592092 -0.0117 0.0472 0.0136
H 5.063511 -7.176249 1.370807 0.0264 0.0590 0.0066
```
Forces are in eV/Å.

***

(3)
Molecular formula: C20H23CrN3O2
Method: DFT, wB97M-V/def2-TZVPD

Properties
E_HOMO (alpha / beta) = -1.55 / -4.26 eV
ΔE to the lowest compared entry with this formula, charge and spin = 0.807 eV
2S+1 = 4
Total charge = -1
LUMO energy (alpha / beta) = 2.9 / 2.9 eV

Structure (XYZ):
```
49
Properties=species:S:1:pos:R:3:forces:R:3
Cr -0.019670 -0.235877 0.466819 -0.3296 0.6989 -0.6251
O 1.724568 0.744982 0.737831 -0.0405 -0.1072 -0.0653
C 2.700577 0.557549 1.538212 0.2316 0.1834 -0.0162
C 3.952748 1.206261 1.288287 -0.2600 -0.0755 -0.0132
C 5.018713 1.055771 2.129403 0.2062 -0.0569 0.1587
C 4.945550 0.254472 3.287305 -0.0490 0.0914 -0.1437
C 3.755223 -0.374349 3.554629 0.0757 0.0121 0.0502
C 2.640274 -0.244851 2.713358 -0.3348 -0.2252 0.0928
C 1.421992 -0.920688 3.102496 0.3767 0.0891 0.1354
N 0.335145 -0.945839 2.439032 -0.3205 -0.2736 0.3481
C -0.823372 -1.646529 3.017609 0.2730 0.0882 -0.0879
C -1.698220 -2.121381 1.862732 -0.0546 -0.0219 0.0109
N -1.759031 -1.030091 0.940317 -0.1239 0.1315 -0.0217
C -2.925331 -0.650848 0.364772 0.2010 -0.0402 0.0477
C -3.064976 0.564692 -0.342837 0.0199 -0.0270 0.0259
C -4.230144 0.833029 -1.101345 -0.0286 0.0394 -0.0330
C -4.406731 2.013826 -1.800102 0.0540 -0.0467 0.0477
C -3.409684 2.988183 -1.768686 0.0402 -0.0456 0.0463
C -2.249403 2.758021 -1.027329 -0.0540 0.0508 -0.0523
C -2.044508 1.582604 -0.307508 0.0237 -0.0479 0.0332
O -0.939530 1.452906 0.417638 0.0554 -0.1637 0.0035
H 4.013854 1.823809 0.400956 -0.0009 0.0044 0.0097
H 5.946726 1.567922 1.896821 0.0020 -0.0079 0.0113
H 5.796076 0.145440 3.946243 0.0133 0.0100 -0.0118
H 3.656030 -0.989029 4.445249 -0.0081 -0.0027 -0.0207
H 1.461750 -1.440332 4.068788 0.0244 -0.0021 -0.0165
H -0.488457 -2.461969 3.668106 -0.0391 -0.0357 0.0331
H -1.392506 -0.926311 3.608859 -0.0174 0.0477 0.0152
H -1.258785 -3.034055 1.424053 0.0115 0.0459 -0.0497
H -2.692586 -2.384485 2.239329 -0.0299 -0.0432 0.0040
H -3.781394 -1.323342 0.427917 -0.0019 -0.0046 -0.0124
H -5.001520 0.068415 -1.132642 0.0041 0.0109 -0.0037
H -5.312364 2.174744 -2.373808 -0.0079 -0.0082 0.0049
H -3.528670 3.916900 -2.314731 -0.0019 -0.0052 0.0068
H -1.464592 3.504981 -0.976672 -0.0044 -0.0097 -0.0092
C 1.419325 -1.602029 -3.049136 0.0365 -0.0523 -0.0835
C 0.349706 -0.641306 -2.530263 -0.0386 0.1355 0.3699
C 0.715946 0.805754 -2.872201 0.0063 0.0455 0.0018
C -1.018638 -0.989798 -3.119830 -0.0599 -0.0310 -0.0978
N 0.250477 -0.788774 -1.098537 0.1595 -0.3742 -0.1253
H 1.534467 -1.504895 -4.133456 0.0033 -0.0121 0.0220
H 1.144858 -2.632893 -2.815061 0.0031 0.0226 -0.0006
H 2.379069 -1.389032 -2.574001 -0.0208 0.0127 -0.0099
H 0.799673 0.936869 -3.955915 -0.0055 0.0034 0.0148
H 1.667328 1.074700 -2.408215 -0.0204 -0.0214 0.0026
H -0.050376 1.481971 -2.489119 0.0091 -0.0113 -0.0088
H -0.974320 -0.949237 -4.213246 -0.0330 0.0064 0.0239
H -1.777518 -0.289793 -2.765162 0.0289 0.0002 -0.0035
H -1.317765 -1.996051 -2.816947 0.0260 0.0228 -0.0085
```
Forces are in eV/Å.

***

(4)
Molecular formula: C26H31N7O5STi
Method: DFT, wB97M-V/def2-TZVPD

Properties
E_HOMO = -14.22 eV
ΔE to the lowest compared entry with this formula, charge and spin = 0.885 eV
2S+1 = 1
Total charge = +2
LUMO energy = -6.2 eV

Structure (XYZ):
```
71
Properties=species:S:1:pos:R:3:forces:R:3
Ti -0.021591 -0.979781 0.054457 0.4041 0.3132 1.1385
N 0.780857 -2.792492 1.086395 -0.4323 -0.1308 -1.0723
C 0.002407 -3.087320 2.290618 -0.3093 0.2484 0.0041
C -1.466546 -2.777287 1.902846 0.0591 -0.9113 1.2313
O -2.420311 -3.358964 2.363670 0.3791 -0.0866 0.1840
N -1.540393 -1.830771 0.951472 0.0950 1.0576 -0.9074
C -2.781079 -1.720476 0.183793 0.2749 -0.8374 -0.0980
C -2.254556 -1.933337 -1.270112 -1.4699 -0.4741 -0.6432
O -2.787206 -2.420998 -2.222213 0.2329 0.4504 1.0196
O -0.968707 -1.456482 -1.357370 -0.1531 0.0883 -0.8285
H 1.758987 -2.597867 1.204871 0.4014 -0.0916 0.3169
H 0.725748 -3.595480 0.449871 0.0532 0.3547 0.1076
H 0.108199 -4.115959 2.588585 -0.1845 -0.4672 0.0673
H 0.390651 -2.483560 3.106992 -0.3919 0.2246 0.0737
H -3.547408 -2.460717 0.520393 0.7419 0.4387 -0.4984
H -3.204342 -0.723686 0.286841 -0.0622 -0.0302 -0.1507
O 0.948330 0.751511 -0.850583 0.0917 -0.6461 -0.0695
C 1.942061 0.871492 -1.890156 -0.4364 0.8592 -0.1345
C 3.338345 0.824555 -1.358732 0.6026 -0.4126 0.1419
C 3.601807 -0.399522 -0.444580 -0.3170 0.3949 0.8075
C 3.228367 -1.663575 -1.131376 -0.2857 0.0787 -1.0168
C 4.178904 -2.324633 -1.898265 0.0721 -0.4426 0.1015
C 3.768838 -3.268651 -2.831052 0.0599 0.2374 0.0386
C 2.421955 -3.509231 -3.001658 -0.4972 0.3890 0.6340
C 1.513590 -2.865686 -2.155392 1.0442 -0.2789 0.0240
N 1.900385 -1.961172 -1.232759 -0.0821 0.1013 -0.0807
H 0.678838 1.596536 -0.493021 -0.0442 0.4856 0.2786
H 1.771479 1.828864 -2.415121 -0.0316 -0.5419 0.0613
H 1.736994 0.034151 -2.538105 0.0096 0.0275 -0.4244
H 3.634706 1.749597 -0.850166 -0.1684 -0.1856 -0.0086
H 3.959046 0.738103 -2.256352 0.2229 0.0631 0.1346
H 3.007556 -0.319201 0.472844 0.0745 0.2569 -0.1539
H 4.641961 -0.396565 -0.127404 0.1054 -0.1042 -0.1379
H 5.243485 -2.118359 -1.770572 -0.3880 0.1292 -0.0251
H 4.488141 -3.775197 -3.451136 0.1782 -0.0928 -0.0802
H 2.069286 -4.182491 -3.758102 -0.1618 -0.2360 -0.1364
H 0.468473 -3.107874 -2.208394 -0.3063 0.1312 -0.0582
N 3.845795 -0.227412 5.334488 -0.0193 -0.5597 0.1122
C 3.246272 -0.717938 4.254143 0.5924 0.0459 0.7895
N 3.295110 -2.029385 4.059369 0.1246 -1.8504 -0.0499
N 2.688780 0.139433 3.434778 -1.3600 0.6810 -1.4808
C 1.741797 -0.100340 2.575218 1.5003 0.2360 1.7292
N 0.864681 -0.182193 1.820929 -0.1243 -0.0639 -0.3971
H 4.255109 -0.831662 6.038560 -0.0294 0.3514 -0.2574
H 3.730939 0.746498 5.513582 -0.0022 0.4448 0.2664
H 3.718784 -2.683536 4.732009 -0.3200 0.7527 -0.5378
H 3.129204 -2.414075 3.139180 -0.0232 0.1995 0.3277
O -1.304497 0.858071 0.337472 0.2255 -1.0750 -0.0280
S -1.910821 1.442446 -0.957095 -0.3303 -0.4357 -0.9432
C -1.428182 3.123154 -0.865221 -0.1336 0.2286 0.5152
C -1.237500 3.865342 -2.017097 -0.0868 0.2861 -0.0280
C -0.846005 5.187997 -1.876928 0.3128 0.0086 0.1492
C -0.619544 5.749082 -0.615328 -0.4606 -0.2168 -0.4824
C -0.793057 4.973525 0.521621 -0.0156 0.2108 0.8080
C -1.219947 3.657348 0.398649 0.0225 -0.0136 0.5765
C -3.689818 1.432393 -0.809446 0.8571 -0.1080 -0.1575
C -4.305989 1.753106 0.388525 -0.6460 -0.0352 -1.0555
C -5.686728 1.711994 0.400511 -0.7684 0.2645 0.7415
C -6.445664 1.337935 -0.712985 0.1357 -0.1692 -0.1441
C -5.768010 0.975305 -1.868587 -0.0258 -0.0949 -0.7420
C -4.378439 1.016344 -1.946002 0.1575 -0.4056 0.2259
H -1.444404 3.471041 -3.004049 0.0992 -0.1664 0.0345
H -0.671200 5.753658 -2.777540 -0.1084 0.2848 -0.0155
H -0.414412 6.806317 -0.539614 0.3176 -0.0004 0.0525
H -0.628256 5.398702 1.531839 -0.1642 -0.2740 -0.8237
H -1.421797 3.042025 1.285830 0.2612 0.3223 -0.4228
H -3.739483 2.032143 1.243730 0.2955 0.2017 0.5814
H -6.191739 2.007031 1.318126 -0.0041 -0.1534 -0.1581
H -7.548289 1.279837 -0.693402 0.8071 0.1676 0.1602
H -6.286179 0.649467 -2.767387 -0.1711 0.0305 0.3008
H -3.853770 0.608870 -2.828911 -0.2965 0.5456 0.5125
```
Forces are in eV/Å.